# 1
Computed, not measured: a structure of composition C2H8N4, with ωB97M-V with the def2-TZVPD basis set.

```
14
Properties=species:S:1:pos:R:3:nbo_charge:R:1
H -1.576 2.795 0.401 0.271
C -1.543 1.781 -0.030 -0.004
H -0.624 1.205 -0.059 0.271
N -2.467 1.263 -0.947 -0.333
C -3.156 -1.328 0.126 0.751
H -3.093 1.762 -1.429 0.418
N -2.709 1.070 0.402 -0.065
H -3.326 1.608 0.947 0.451
N -3.388 -2.290 -0.546 -0.357
H -3.224 -3.167 -1.109 0.554
H 7.764 0.079 2.914 0.009
N -2.936 -0.230 0.913 -0.447
H -3.060 -0.357 1.900 0.490
H 7.467 -0.477 2.451 -0.009
```

Results
energy relative to the best compared isomer or geometry (same formula, charge and spin): 179.59 kcal/mol
total charge: +2
E_tot: -8138.8805 eV

# 2
Computed, not measured: the molecule C2H8N4O, with ωB97M-V with the def2-TZVPD basis set.

```
15
Properties=species:S:1:pos:R:3:nbo_charge:R:1
H -3.032 0.608 -0.460 0.200
N 1.299 -0.462 -0.605 -0.480
N 1.400 0.460 -1.709 -0.668
N -0.986 0.125 -0.419 -0.626
H 2.156 -0.618 -0.136 0.387
O 1.417 -1.165 1.832 -0.626
H 1.714 -0.125 -2.446 0.359
H -2.071 1.396 1.009 0.194
C 0.184 -0.304 0.224 0.513
H -0.833 0.677 -1.269 0.406
N 0.148 -0.553 1.463 -0.288
H 1.205 -1.383 2.730 0.478
H -2.509 -0.368 0.952 0.214
C -2.196 0.500 0.362 -0.412
H 2.103 1.210 -1.529 0.350
```

Results
energy relative to the best compared isomer or geometry (same formula, charge and spin): 81.67 kcal/mol
SMILES: CN/C(=N/O)NN
E_tot: -10209.0713 eV

# 3
Computed, not measured: a structure of composition C2H8N4O2, with ωB97M-V with the def2-TZVPD basis set.

```
16
Properties=species:S:1:pos:R:3:nbo_charge:R:1
N 0.987 -0.130 0.039 -0.164
H -2.910 -1.647 0.181 0.486
H 0.209 3.003 -0.453 0.321
C -0.443 0.055 -0.316 0.445
N -1.052 1.396 -0.334 -0.459
O -2.619 -0.706 -0.385 -0.577
H 2.248 -1.267 0.900 0.221
H -2.139 1.397 0.423 0.382
C 1.217 -1.438 0.466 -0.439
H 1.155 -2.124 -0.541 0.170
N -1.163 -0.979 -0.171 -0.237
N -0.308 2.265 0.432 -0.658
H 1.717 -0.413 -1.666 0.409
H 0.493 -1.567 1.339 0.254
O 1.816 0.401 -0.862 -0.505
H 0.794 1.753 0.947 0.353
```

Results
energy relative to the best compared isomer or geometry (same formula, charge and spin): 273.60 kcal/mol
E_tot: -12249.1913 eV

# 4
Computed, not measured: a cluster of 2 separate species, C2H8N4O2 in total, with ωB97M-V with the def2-TZVPD basis set.

```
16
Properties=species:S:1:pos:R:3:nbo_charge:R:1
N -0.513 0.076 0.172 -0.291
H 1.877 1.106 3.023 0.285
O -1.153 -0.838 2.021 -0.555
N 1.567 1.430 1.153 -0.238
C -0.636 0.279 -1.305 -0.257
H -0.668 0.044 2.342 0.512
C 0.100 -0.825 -2.016 -0.630
O -1.938 -1.571 0.083 -0.430
H 2.571 1.215 1.001 0.286
N -1.234 -0.796 0.634 0.569
H -1.734 0.254 -1.541 0.206
H -0.123 -1.654 -1.268 0.228
H 1.140 -0.454 -2.077 0.206
H -0.296 -0.953 -3.000 0.218
H -0.132 1.293 -1.516 0.209
N 1.171 1.395 2.292 -0.317
```

Results
energy relative to the best compared isomer or geometry (same formula, charge and spin): 190.73 kcal/mol
SMILES: CC/N=[N+](\[O-])O.[H]/N=N\[H]
E_tot: -12252.7849 eV

# 5
Computed, not measured: the molecule C2H8N4S, with ωB97M-V with the def2-TZVPD basis set.

```
15
Properties=species:S:1:pos:R:3:nbo_charge:R:1
S 2.939 -0.125 -0.283 0.060
H -1.328 2.294 0.216 0.207
H 0.138 1.813 -0.814 0.183
N -0.035 0.842 0.900 -0.648
N -1.638 -1.077 -0.305 -0.712
H 2.149 -0.534 -1.529 0.129
H -2.378 -0.665 0.439 0.360
H 0.715 1.576 1.161 0.398
C 0.370 -0.453 0.789 0.489
N 1.764 -0.708 1.045 -0.710
N -0.313 -1.403 0.098 -0.368
H -1.182 0.674 -1.114 0.269
C -0.668 1.488 -0.298 -0.447
H -2.336 -1.972 -0.748 0.377
H 1.804 -1.751 0.444 0.414
```

Results
energy relative to the best compared isomer or geometry (same formula, charge and spin): 98.50 kcal/mol
SMILES: CN/C(=N\N)NS
E_tot: -18993.8651 eV

# 6
Computed, not measured: the molecule C2H8N4S, with ωB97M-V with the def2-TZVPD basis set.

```
15
Properties=species:S:1:pos:R:3:nbo_charge:R:1
H -0.229 1.831 1.032 0.183
N 0.627 -1.398 0.266 -0.350
N -0.025 0.683 -0.720 -0.657
N 1.975 -0.954 0.162 -0.675
H -0.773 1.077 -1.321 0.396
H 1.343 1.173 0.745 0.226
H 2.113 -0.395 -0.691 0.341
C -0.218 -0.611 -0.266 0.502
H -1.524 -2.082 -0.330 0.400
H 2.519 -1.809 0.029 0.359
C 0.476 1.645 0.260 -0.420
H -2.696 -0.470 1.452 0.088
S -2.818 -0.193 0.109 0.180
H 0.758 2.593 -0.246 0.201
N -1.530 -1.090 -0.481 -0.775
```

Results
energy relative to the best compared isomer or geometry (same formula, charge and spin): 3.86 kcal/mol
SMILES: CN/C(=N\N)NS
E_tot: -18997.9689 eV

# 7
Computed, not measured: the molecule C2H8N4S, with ωB97M-V with the def2-TZVPD basis set.

```
15
Properties=species:S:1:pos:R:3:nbo_charge:R:1
N -0.791 -1.370 -0.328 -0.494
N -0.051 2.246 -0.247 -0.790
S 1.162 3.417 0.256 0.156
N 1.487 0.392 -0.109 -0.755
N -0.809 0.042 -0.462 -0.490
H 2.351 2.825 -0.335 0.141
H -0.497 2.428 -1.261 0.401
H -0.428 -3.100 0.723 0.211
H 1.567 -0.685 -0.424 0.354
H 0.203 -1.532 1.570 0.189
H -1.693 -1.814 1.314 0.175
H -1.870 0.263 -0.254 0.408
H -0.299 -2.002 -1.100 0.358
C 0.290 0.838 -0.217 0.553
C -0.621 -1.948 0.875 -0.415
```

Results
energy relative to the best compared isomer or geometry (same formula, charge and spin): 51.90 kcal/mol
SMILES: [H]/N=C(/NS)NNC
E_tot: -18995.8857 eV

# 8
Computed, not measured: a cluster of 2 separate species, C2H8NO in total, with ωB97M-V with the def2-TZVPD basis set.

```
12
Properties=species:S:1:pos:R:3:nbo_charge:R:1
H 0.949 0.055 2.007 0.218
O -2.197 0.638 0.363 -0.955
N 0.434 -0.120 0.123 -0.384
H -0.074 0.294 -1.805 0.247
H 1.732 0.006 -1.565 0.238
H -2.529 1.411 0.826 0.505
H -0.595 -0.094 0.270 0.476
H -2.755 -0.029 0.790 0.494
H 2.360 -0.448 0.923 0.240
H 0.618 -1.340 -1.603 0.245
C 1.341 -0.088 1.006 0.113
C 0.715 -0.286 -1.336 -0.437
```

Results
energy relative to the best compared isomer or geometry (same formula, charge and spin): 22.94 kcal/mol
total charge: +1
E_tot: -5733.8894 eV

Frontier orbital gap? In order: 6.937, 9.123, 9.227, 10.036, 8.354, 9.132, 9.756, 11.699 eV.